Record 1
ORCA calculation (ωB97M-V/def2-TZVPD) on a cluster of 7 separate species, C12H38O12 in total in a non-equilibrium geometry.

Summary:
HOMO level = -10.13 eV
orbital gap = 10.37 eV
charge = 0
M = 374.4 g mol⁻¹
electronic energy = -1382.6364 a.u.
energy relative to the best compared isomer or geometry (same formula, charge and spin) = 339.1 kJ/mol

Last column: Mulliken charge in e.
Geometry (Å):
O: 27.91886 -9.89522 -17.49372  -0.559
C: 27.02586 -8.83645 -17.87553  -0.165
C: 27.55136 -7.97031 -18.87835  -0.489
O: 28.78644 -7.47897 -18.40153  -0.533
H: 27.46828 -10.51348 -16.91378  0.298
H: 26.11401 -9.32103 -18.22453  0.318
H: 26.88109 -8.23755 -16.97639  0.238
H: 26.98408 -7.10215 -19.21391  0.302
H: 27.85956 -8.53654 -19.75726  0.274
H: 29.23852 -8.30433 -18.21178  0.316
O: 22.72302 -12.52915 -10.65292  -0.476
C: 23.60309 -13.04059 -11.63055  -0.500
C: 23.05122 -12.78049 -13.14124  -0.328
O: 24.15611 -13.33992 -13.88932  -0.512
H: 21.90585 -12.98071 -10.87638  0.314
H: 24.62670 -12.67070 -11.68987  0.353
H: 23.80850 -14.11070 -11.65808  0.283
H: 22.93542 -11.71976 -13.36380  0.244
H: 22.13297 -13.33444 -13.33628  0.336
H: 23.82944 -13.84705 -14.63611  0.286
O: 23.78543 -15.88578 -3.62521  -0.511
C: 22.84610 -14.80329 -3.99391  -0.545
C: 21.43216 -15.23857 -4.31395  -0.147
O: 20.78456 -15.63385 -3.15002  -0.506
H: 23.57210 -16.02294 -2.69931  0.298
H: 22.97013 -13.98727 -3.28200  0.306
H: 23.22820 -14.39039 -4.92751  0.305
H: 21.35750 -16.07012 -5.01470  0.252
H: 21.10901 -14.29037 -4.74361  0.262
H: 21.26535 -16.30652 -2.66222  0.286
O: 20.36584 -5.79268 -6.86382  -0.513
C: 19.71587 -6.78551 -7.77638  -0.425
C: 18.81042 -7.74060 -6.92429  -0.287
O: 19.64526 -8.50324 -6.11014  -0.521
H: 20.99805 -6.29248 -6.34217  0.320
H: 19.07250 -6.21526 -8.44644  0.273
H: 20.54905 -7.17814 -8.35925  0.291
H: 17.98380 -8.15173 -7.50377  0.287
H: 18.14323 -7.20614 -6.24803  0.239
H: 20.38833 -8.88367 -6.58419  0.336
O: 16.56835 -14.41755 -19.36672  -0.520
C: 17.73464 -13.49278 -19.31181  -0.256
C: 18.52360 -13.72901 -20.68496  -0.385
O: 17.88851 -13.27438 -21.90920  -0.503
H: 16.07879 -14.33887 -20.18874  0.268
H: 17.42225 -12.45200 -19.22651  0.232
H: 18.19150 -13.85529 -18.39096  0.273
H: 18.70785 -14.79786 -20.79317  0.294
H: 19.46015 -13.18844 -20.54792  0.298
H: 17.06590 -13.72728 -22.10865  0.298
C: 15.27998 -13.70955 -11.33673  -0.559
O: 16.39048 -12.84627 -11.62832  -0.481
H: 14.90409 -14.21118 -12.22845  0.263
H: 15.47937 -14.43859 -10.55133  0.233
H: 14.38469 -13.18908 -10.99666  0.245
H: 15.97372 -12.07443 -12.01842  0.299
C: 22.83913 -5.15134 -14.25018  -0.460
O: 22.56584 -5.87354 -15.41496  -0.507
H: 23.86549 -4.78853 -14.30548  0.247
H: 22.04833 -4.42579 -14.05959  0.236
H: 22.86368 -5.89593 -13.45452  0.185
H: 22.55230 -5.29378 -16.18000  0.300

=====

Record 2
ORCA calculation (ωB97M-V/def2-TZVPD) on a structure of composition C3H5O3Pt in a non-equilibrium geometry.

Summary:
HOMO level (spin up / spin down) = -5.34 / -8.70 eV
expectation value of S² = 3.76
orbital gap (spin up / spin down) = 5.61 / 7.21 eV
spin multiplicity = 4
charge = 0
M = 284.1 g mol⁻¹
electronic energy = -462.0235 a.u.
energy relative to the best compared isomer or geometry (same formula, charge and spin) = 321.5 kJ/mol

Last column: Löwdin spin population.
Geometry (Å):
H: -1.56371 0.44383 1.80600  0.044
C: -0.82928 0.11655 1.06669  0.643
C: -0.52614 1.09030 0.10296  0.625
O: 0.78197 1.30384 -0.32655  0.101
C: 1.28949 0.29307 -1.05569  0.116
O: 2.51445 0.66739 -1.45406  0.042
Pt: -0.12334 -1.17842 -0.88871  0.961
O: -1.55819 -1.67046 0.09466  0.397
H: -0.28799 -0.78017 1.37203  0.028
H: -1.66928 -2.24336 0.85397  0.012
H: -1.01552 2.06230 0.20822  0.030
H: 2.98751 -0.10490 -1.77953  0.004

=====

Record 3
ORCA calculation (ωB97M-V/def2-TZVPD) on a cluster of 15 separate species, C50H94O23S2 in total in a non-equilibrium geometry.

Summary:
HOMO level = -9.04 eV
orbital gap = 9.13 eV
charge = 0
M = 1127.4 g mol⁻¹
electronic energy = -4488.4837 a.u.

Last column: Mulliken charge in e.
Geometry (Å):
C: -6.02285 -2.66544 2.19793  -1.366
C: -5.68881 -1.46802 3.06100  0.457
C: -4.22929 -1.44708 3.52419  -0.314
O: -3.80316 -0.09939 3.25900  0.104
C: -4.72870 0.53748 2.54765  0.331
O: -4.66187 1.66762 2.18156  -0.531
O: -5.77497 -0.28911 2.28160  -0.344
H: -5.89558 -3.58198 2.77977  0.432
H: -5.49885 -2.71551 1.24391  0.123
H: -7.08155 -2.68499 1.92072  0.427
H: -6.30606 -1.44630 3.96396  0.248
H: -3.62226 -2.03552 2.82993  -0.027
H: -4.13371 -1.78772 4.54935  0.473
C: -3.82123 1.74081 -5.10960  -1.122
C: -2.75670 0.66702 -5.44415  0.183
C: -1.40489 0.87819 -4.73627  0.091
O: -1.36037 -0.18355 -3.79642  0.462
C: -2.38633 -1.03418 -3.98962  -0.209
O: -2.54586 -2.05602 -3.39960  -0.391
O: -3.19715 -0.58120 -4.96145  -0.325
H: -3.41253 2.74978 -5.18679  0.405
H: -4.26047 1.61430 -4.12260  -0.026
H: -4.60473 1.63232 -5.85868  0.458
H: -2.68232 0.70891 -6.52870  0.354
H: -1.35303 1.88098 -4.31286  0.049
H: -0.57671 0.84360 -5.44681  0.104
C: -4.51273 3.45798 -1.31825  -0.643
C: -3.43630 4.29466 -0.66630  0.415
C: -3.79147 4.66950 0.79210  -0.595
O: -2.52076 4.62614 1.42433  -0.391
C: -1.64915 3.95697 0.64695  0.444
O: -0.49163 3.81968 0.89793  -0.272
O: -2.25702 3.53285 -0.47021  -0.059
H: -4.75912 2.60800 -0.68189  -0.275
H: -4.25133 3.04732 -2.29254  0.026
H: -5.43790 4.01600 -1.47434  0.474
H: -3.25563 5.20020 -1.25171  0.277
H: -4.49093 3.98463 1.26747  0.280
H: -4.21060 5.67228 0.70001  0.381
C: 5.72779 1.28854 -1.32424  -0.120
C: 5.94912 2.76660 -1.53562  0.636
O: 5.04462 3.53604 -1.29072  -0.456
C: 7.29116 3.18711 -2.07876  -1.562
H: 4.89278 1.07105 -0.65667  -0.471
H: 6.64155 0.81635 -0.96376  0.677
H: 5.35498 0.93270 -2.29014  0.056
H: 8.00041 3.22166 -1.24828  0.374
H: 7.21290 4.17579 -2.52425  0.381
H: 7.66908 2.46354 -2.79942  0.378
C: -2.43679 -4.91974 -1.43434  -0.785
C: -2.40975 -4.51753 0.03828  0.769
O: -2.66839 -3.36904 0.34290  -0.053
C: -2.29769 -5.55900 1.10065  -1.678
H: -3.44663 -4.79065 -1.81435  0.371
H: -2.08370 -5.94672 -1.52490  0.427
H: -1.74545 -4.27399 -1.97545  -0.083
H: -1.38127 -6.14684 1.04317  0.518
H: -3.12570 -6.26464 0.98614  0.421
H: -2.35612 -5.12389 2.09665  0.194
C: 1.38861 -3.09414 4.67736  -0.557
C: 0.26022 -2.12825 4.88594  0.593
O: 0.45154 -1.06867 5.44682  -0.574
C: -1.12078 -2.47550 4.39072  -0.331
H: 1.85463 -3.00616 3.69470  -0.387
H: 0.91850 -4.08218 4.65489  0.472
H: 2.16749 -2.93523 5.41669  0.404
H: -1.02958 -2.69019 3.32336  -0.130
H: -1.79219 -1.65268 4.60868  -0.053
H: -1.43741 -3.34119 4.97913  0.539
C: -5.57624 -2.41385 -2.22157  -0.609
C: -5.93834 -0.94812 -2.35992  0.392
O: -6.22824 -0.44607 -3.41388  -0.594
C: -5.73684 -0.08390 -1.12123  -0.357
H: -6.22683 -3.04033 -1.61041  0.517
H: -4.54192 -2.43228 -1.87701  -0.292
H: -5.65167 -2.85895 -3.21478  0.392
H: -6.53090 -0.33018 -0.40801  0.431
H: -5.81487 0.97500 -1.32561  0.332
H: -4.82907 -0.44789 -0.63584  -0.219
C: 3.18939 0.79142 4.70149  -0.106
C: 4.47908 0.50327 3.96385  0.127
O: 5.55238 0.67200 4.49397  -0.643
C: 4.30194 0.06531 2.52722  0.298
H: 3.37512 1.43029 5.55842  0.449
H: 2.78914 -0.20243 4.92412  0.011
H: 2.42820 1.26861 4.08047  -0.262
H: 5.10133 -0.56851 2.14432  0.357
H: 4.32998 0.97340 1.92147  0.075
H: 3.35950 -0.47807 2.48935  -0.384
C: 0.78000 -3.52112 -4.03158  -0.077
C: 1.76653 -3.02869 -5.07716  0.271
O: 2.50389 -3.79375 -5.64612  -0.613
C: 1.82875 -1.53703 -5.29062  0.736
H: 1.16870 -3.28528 -3.04059  -0.256
H: 0.57394 -4.58090 -4.15583  0.540
H: -0.15972 -2.99058 -4.20254  -0.001
H: 2.52344 -1.13825 -4.54956  -0.597
H: 0.84790 -1.08064 -5.17296  -0.532
H: 2.23618 -1.26247 -6.26145  0.509
C: 4.88348 -2.16477 -0.46217  0.275
C: 4.19390 -2.44269 -1.75174  0.826
O: 3.20426 -3.14455 -1.81743  -0.489
C: 4.82792 -1.92343 -3.01717  -0.865
H: 4.96089 -1.11057 -0.19477  -0.495
H: 5.89339 -2.57337 -0.38408  0.651
H: 4.30826 -2.60326 0.35554  -0.492
H: 4.15475 -1.12855 -3.35880  -0.306
H: 4.78266 -2.69254 -3.78609  0.434
H: 5.81373 -1.49662 -2.85800  0.413
C: 1.06859 -4.91612 0.46050  0.671
C: 2.17489 -5.67903 1.13591  0.138
O: 2.35957 -6.85217 0.93451  -0.620
C: 3.07810 -4.81620 2.00403  -0.127
H: 0.27494 -4.67224 1.17442  -0.269
H: 0.59266 -5.64833 -0.19611  0.566
H: 1.43863 -4.00168 0.00891  -0.537
H: 4.13230 -5.05271 1.87099  0.433
H: 2.79094 -5.02547 3.03791  0.236
H: 2.91800 -3.75641 1.82603  -0.577
C: -0.49366 3.41590 6.75556  -1.101
C: -1.43868 2.49903 5.99378  0.488
O: -2.48416 2.16065 6.49971  -0.606
C: -1.03389 2.11634 4.60365  0.621
H: 0.43717 2.86355 6.89405  0.250
H: -0.98613 3.69378 7.68162  0.333
H: -0.28745 4.28712 6.13173  0.288
H: -0.01438 1.76728 4.46583  -0.297
H: -1.21886 2.95360 3.92186  0.350
H: -1.75599 1.37681 4.24747  -0.278
C: 2.23829 5.96369 2.86163  -1.509
C: 2.20901 4.50799 2.42374  0.566
O: 1.91885 3.62803 3.18658  -0.349
C: 2.60195 4.30179 0.98071  -0.637
H: 2.09581 6.00951 3.93877  0.366
H: 1.43658 6.48516 2.33374  0.319
H: 3.16352 6.45782 2.56618  0.390
H: 2.41948 3.24905 0.76656  -0.223
H: 3.59341 4.63965 0.67618  0.791
H: 1.97941 4.94533 0.35193  0.311
C: -1.21281 0.02881 0.73407  0.471
C: -1.05200 -0.31526 -0.75703  1.335
C: 0.04927 -1.35036 -0.79208  0.646
S: 1.24689 -0.86848 0.49028  0.319
O: 2.37623 -0.29450 -0.20398  -0.141
O: 1.46433 -1.93485 1.43860  0.282
C: 0.16552 0.43349 1.22763  -0.143
H: -1.50341 -0.88174 1.26534  -0.564
H: -2.04480 0.73540 0.75458  0.369
H: -0.83133 0.51762 -1.42273  -0.679
H: -2.01621 -0.71694 -1.07167  -0.278
H: 0.60852 -1.37457 -1.72611  -0.337
H: -0.33372 -2.33564 -0.52607  -0.748
H: 0.55706 1.36368 0.81369  -0.995
H: 0.42536 0.39524 2.28553  0.493
C: 1.50802 4.12566 -2.58133  -0.647
C: 1.00628 2.74800 -2.14795  2.098
C: 2.12949 1.78394 -2.44887  1.264
S: 2.77748 2.27946 -4.04203  1.016
O: 2.07618 1.58656 -5.10417  -0.665
O: 4.22974 2.24707 -3.99051  -0.705
C: 2.18957 4.00004 -3.91777  -1.009
H: 2.18385 4.43894 -1.77876  -0.004
H: 0.81050 4.96568 -2.53595  0.524
H: 0.06066 2.45830 -2.61534  -0.711
H: 0.79357 2.75288 -1.07666  -1.128
H: 1.89346 0.72243 -2.46500  -0.206
H: 2.94752 1.95056 -1.74555  -0.686
H: 1.63497 4.31047 -4.80158  0.407
H: 3.10752 4.59231 -3.95611  0.507